(1)
Below is C50H59BrFN5NaO2Sb as an isolated structure at a distorted geometry, with properties calculated with wB97M-V/def2-TZVPD.

```
120
Properties=species:S:1:pos:R:3
H 3.1624 4.9638 -0.8171
H -1.3643 3.7012 2.8375
H -3.2462 -3.3227 -0.6724
C 1.7791 -1.8876 -3.1659
H 3.9488 -2.5403 -1.2410
H -1.1796 0.4449 -5.4466
H 0.4104 5.3019 2.1036
H -1.1700 -4.1800 -1.5999
C -3.4063 1.7768 2.9768
Na 0.3086 -0.8472 0.5698
H 4.6702 -2.6218 0.3811
H -2.4953 -1.5857 -6.0344
C -3.4484 0.9509 4.1032
H 5.2701 -0.4915 -1.9540
F -0.5473 1.3396 -0.8191
H 1.8190 -4.1366 3.3946
C -1.7363 -1.1316 -4.0634
C 1.4471 -0.6023 -2.7180
C 3.8781 -2.1619 -0.2198
H 3.7468 1.4102 4.7622
C -3.8591 0.0148 -1.6467
H 1.4014 1.4150 5.3377
H -2.4842 -5.3049 -2.0064
O 0.5898 -2.3580 2.2568
H 3.5376 1.0979 -4.8457
N 1.6360 -6.6442 0.4507
C 1.0935 -4.5155 1.4212
C 2.1030 0.4589 -3.3585
N -0.9118 6.5905 1.1956
H 1.1485 4.1319 4.0077
C 1.5951 2.0173 -0.0003
H -5.2510 -0.8425 -3.0875
H 3.4886 2.9065 0.4923
H 2.7264 -7.9539 1.6093
C -3.0931 -3.2264 -1.7536
C 4.8953 -0.3570 2.1295
H -4.3677 -3.3014 -3.5228
H -2.5552 1.9055 0.9900
H -5.3370 0.3095 -0.0734
C 3.3114 -1.0376 -4.8205
H -5.0747 -1.3839 -0.5088
C 2.6771 -2.1132 -4.2116
H 0.5638 -5.1908 -0.5401
N -1.8158 0.2726 1.9828
C -2.6322 -0.1596 4.1783
H 0.5847 0.4102 4.1273
C -4.1266 4.1615 2.3867
C -2.0879 -4.2951 -2.1771
H -4.3552 0.5537 -3.6947
C -2.9408 4.8719 1.9195
H 1.0830 5.3057 -2.1344
H -5.0087 4.7920 2.3683
H 5.7305 -0.9910 1.8480
H -3.7643 -1.4013 -4.8200
H -4.1059 1.2077 4.9272
C -1.8165 -0.4568 3.0987
C -4.4372 -3.4422 -2.4442
H 2.9126 -2.4598 0.1854
C 2.3516 -6.1026 2.6462
H -0.7466 0.7598 -3.7619
C -0.6362 5.4703 1.8698
C 4.8463 0.1696 3.4123
H 5.4290 0.8750 -0.8359
C -4.5745 -0.4230 -0.3710
C 4.0067 -0.6378 -0.2105
H -0.7777 -1.6401 -4.1776
H 4.0228 -1.2019 -5.6251
C -4.2919 2.9359 2.9146
C 3.9028 -0.0861 1.1970
H -0.1273 1.9597 4.6221
C 3.7848 0.9899 3.7605
C 0.8131 1.4367 4.4167
C 2.0161 3.5396 3.6986
H 2.4989 4.0456 2.8604
H -5.6764 0.7845 -2.5469
H -1.8392 -4.2078 -3.2390
H -2.6302 -0.7854 5.0609
C -1.6148 4.5786 2.2601
H 5.6216 -0.0621 4.1344
H -5.2564 2.7629 3.3843
C 2.2703 -6.9709 1.5723
C 2.5699 3.0557 -0.0639
H -4.7863 -4.4707 -2.2706
H -2.4366 0.9198 -4.2892
C -2.5744 1.3560 1.9269
H -3.4238 1.0050 -1.4705
C 1.7661 -4.8548 2.5878
O -0.1957 -2.9131 0.2437
H -0.6662 3.5128 -2.0937
C 2.3879 4.2027 -0.8156
H 3.1771 -0.2330 -0.7911
H -2.7743 -2.8709 -4.8596
C 3.0295 0.2513 -4.3830
H 2.7213 3.5106 4.5334
C 2.7693 1.2778 2.8588
C -1.5173 0.3373 -4.4090
C 1.0655 -5.4408 0.3859
C -2.1894 6.7616 0.8923
H 6.1805 -0.6820 -0.4416
C -4.8347 0.1281 -2.8134
C 1.5894 2.1275 3.2887
H -2.4287 7.6538 0.3192
C 0.4447 2.2733 -0.7886
H -3.8683 -0.5312 0.4547
N 1.7270 0.8899 0.6964
N -3.2106 5.9885 1.2190
Br 3.2821 -6.6661 4.2145
H -5.2080 -2.7720 -2.0624
C 1.2347 4.3996 -1.5641
H 0.9199 2.2123 2.4306
C 0.4343 -3.1452 1.2971
C -2.7564 -1.7871 -4.9867
H 2.8847 -3.1276 -4.5549
Sb -2.0283 -1.2592 -1.8654
C 2.7945 0.7151 1.5623
H 1.3180 -2.7534 -2.6810
H 1.8979 1.4866 -3.0588
H -1.1506 -1.3151 3.0997
C 0.2569 3.4067 -1.5341
C 5.3054 -0.2083 -0.8995
```

Properties
Total charge: -2
Calculated total energy (hartree): -5441.40188
Frontier orbital gap (eV): 3.850
Energy above the lowest of the compared OMol25 structures with the same formula, charge and spin (kcal/mol): 21.0

Atom charges from the Löwdin analysis, given in e for atoms 1 to 8: number 1, H, carries 0.085; number 2, H, carries 0.102; number 3, H, carries 0.070; number 4, C, carries -0.216; number 5, H, carries 0.072; number 6, H, carries 0.073; number 7, H, carries 0.098; number 8, H, carries 0.028

=====

(2)
Below is a 6-piece molecular cluster, C11H20Cl2F12N5O10S4 overall at a distorted geometry, with properties calculated with wB97M-V/def2-TZVPD.

```
64
Properties=species:S:1:pos:R:3
O -1.8966 -1.0760 1.8932
N 2.4332 -3.1947 -0.2910
H -0.9183 -3.4692 3.0805
F 0.5653 5.3323 -0.5596
S -3.7229 1.3220 -1.9875
F -5.3392 2.1768 -0.1751
H 3.4836 2.0140 -1.0804
O -1.2756 -1.2360 -2.5781
H -1.9641 -2.4954 4.0724
F 0.7362 0.8067 -2.6570
O -2.5629 0.0127 -4.2450
H -3.1904 -3.8223 1.0545
N 1.3202 2.3057 1.5881
O 1.7181 -1.0810 -0.4881
O 3.1422 3.8861 0.6947
H 1.3645 -2.8140 1.4325
F -0.4642 3.4570 -0.2260
H 0.3417 -0.0354 -0.2434
N -2.9123 -2.8656 0.9447
H 3.1120 -2.4802 1.5483
H -0.8357 -0.0915 0.9030
H 0.1237 1.3562 0.7194
H -2.8788 -2.7374 -1.1516
C 2.1338 -2.1067 -1.0293
O 2.8569 2.7822 3.5695
O -4.5276 0.1421 -1.9497
O -4.0493 2.3120 -2.9633
F 1.3237 3.5217 -1.4589
S 1.7971 3.8052 1.1298
H -1.0941 0.8446 -0.4334
S -1.7383 0.0159 -3.0971
H 2.6761 -4.0548 -0.7448
O 0.4917 2.3939 3.9982
H 3.2947 -2.5554 -2.7901
F 2.8849 -0.0257 2.4723
N -2.1561 1.0052 -1.8702
Cl 4.9682 1.1833 0.4999
H 1.5545 -2.9496 -2.9490
C -2.2725 -2.2411 1.9637
H 2.7317 0.7290 -0.1282
N -0.3560 0.5503 0.2469
F -0.4588 2.1940 -3.8147
C 0.7291 4.0405 -0.3732
C 3.6423 1.0466 -0.6221
F -3.6296 3.4564 -0.4975
H -4.3628 -2.1368 -0.4137
H -2.8660 -1.1986 -0.3425
F 2.3080 0.0970 4.5585
H -2.6119 -3.9502 3.2745
C 1.9366 0.3772 3.3068
C 2.3615 -3.1594 1.1525
F 0.2646 0.3689 -4.7279
C -1.9413 -3.0961 3.1669
C -0.2051 0.9058 -3.6030
Cl 4.0120 -0.1238 -1.9150
C 2.2797 -2.2590 -2.5198
F -3.4000 1.6018 0.6019
C -3.2816 -2.1975 -0.2909
H 2.1130 -1.2946 -2.9968
H 2.5049 -4.1609 1.5452
O 1.3120 4.8146 2.0244
S 1.6270 2.1732 3.1540
C -4.0521 2.1941 -0.4176
F 0.8197 -0.3160 3.0358
```

Properties
Total charge: -1
Calculated total energy (hartree): -5168.99102
Frontier orbital gap (eV): 9.348

Atom charges from the Löwdin analysis, given in e for atoms 1 to 8: number 1, O, carries 0.011; number 2, N, carries 0.020; number 3, H, carries 0.079; number 4, F, carries 0.161; number 5, S, carries 0.573; number 6, F, carries 0.165; number 7, H, carries 0.013; number 8, O, carries -0.286

=====

(3)
Below is C33H37BN13O3Sc as an isolated structure, with properties calculated with wB97M-V/def2-TZVPD.

```
88
Properties=species:S:1:pos:R:3
C -0.6896 2.7583 -6.0132
N 0.5937 2.1389 -0.7284
N -1.4757 1.5060 1.0815
H -2.5100 2.4767 -2.7996
C -2.4378 1.5343 -2.2557
H -0.1968 -0.9766 -5.4037
C 4.6280 -2.4649 -0.8858
H -0.9741 3.5479 -3.9960
C 1.9385 1.9696 3.4348
C -0.6025 -2.4155 1.5473
C 1.6497 3.7833 -1.8346
C 2.3392 0.6984 3.7924
C -1.3433 -2.3693 -0.5946
C -0.4231 -0.6014 -4.4211
O 2.2453 -3.3514 1.7557
N -0.4144 1.8462 -8.0523
N 1.2548 1.8969 2.2850
C 3.5301 -4.6600 -0.6561
H -2.7923 -0.7096 -0.2857
C 0.8488 3.9514 -7.4700
C -1.4682 0.5970 -2.8787
C -3.1960 2.6165 2.0207
N -0.5218 -0.0715 -2.2520
O 2.1062 0.0083 -1.1666
H 4.3348 -0.6858 -1.8879
N 1.1904 0.6102 1.8700
H 4.4478 -5.1570 -0.9770
H 6.1213 -2.8209 2.7909
H -2.0925 1.7747 -1.2526
N 2.0437 -1.7233 0.1949
H 5.9236 -1.7982 1.3782
H 1.7065 -3.8939 -1.5767
H 0.6389 4.0545 2.1700
H -1.4829 -2.5995 -1.6408
C 1.0375 4.8421 -6.4421
H 2.9068 0.4020 4.6560
O 5.6910 -2.7132 -1.4040
H 4.5763 -2.0327 2.5004
C 5.4165 -2.5299 2.0117
H 2.3423 -5.3556 -2.3208
C -2.0013 -1.3262 0.1109
C -0.4939 3.6568 -4.9585
C -2.2507 0.9070 -5.2414
C 2.6267 -4.4108 -1.8568
N -1.4455 0.2984 -4.2044
C 0.3777 4.6907 -5.2037
H 0.1660 -3.8467 0.0502
H 3.1298 -3.8143 -2.6215
C -2.0350 3.3358 2.1938
N -1.4465 1.6338 -6.1791
H 1.3534 4.0560 -8.4200
H -1.8495 -0.7517 2.2716
H 1.0144 1.8413 -2.7525
N -1.0287 2.6589 1.6271
C -0.0320 2.8897 -7.2356
C 3.9464 -3.3803 0.1107
H -3.3749 0.6332 1.0106
H -1.8475 4.2763 2.6839
H 1.7793 5.0298 0.0292
H 0.5673 5.4098 -4.4174
H 1.9066 -1.1881 2.6572
N -1.2325 1.1113 -7.4137
C -2.7892 1.4773 1.3269
N 3.9375 -1.3148 -1.2045
H 2.1242 4.3459 -2.6188
C -1.5417 -1.3837 1.4551
C 1.8405 -0.1187 2.7781
H 4.4814 -4.4699 1.8638
H 2.0849 2.9226 3.9144
C 1.4944 4.1419 -0.5097
H -2.9788 1.5615 -4.7679
H 5.8101 -4.2220 0.7295
H -0.0250 -2.6759 2.4179
C 1.0716 2.5134 -1.9136
C 2.6770 -2.7991 0.7606
Sc 0.1072 -0.1300 0.0090
B 0.4577 3.0193 1.5904
C 0.1352 -0.8179 -3.2076
C 2.6861 -1.0105 -0.7237
H -3.4348 1.0969 -2.1861
H 0.9582 -1.4585 -2.9453
H -2.7698 0.1422 -5.8176
C -0.4983 -3.0315 0.2879
H 1.7100 5.6790 -6.5727
H 3.0404 -5.3131 0.0689
H -4.1850 2.8696 2.3585
N 0.8624 3.1448 0.1231
C 4.9573 -3.7397 1.2100
```

Properties
Total charge: 0
Calculated total energy (hartree): -3003.14705
Frontier orbital gap (eV): 7.854
Energy above the lowest of the compared OMol25 structures with the same formula, charge and spin (kcal/mol): 18.2

Atom charges from the Löwdin analysis, given in e for atoms 1 to 8: number 1, C, carries -0.160; number 2, N, carries 0.000; number 3, N, carries 0.006; number 4, H, carries 0.073; number 5, C, carries 0.012; number 6, H, carries 0.125; number 7, C, carries -0.421; number 8, H, carries 0.095

=====

(4)
Below is a 2-piece molecular cluster, C8H15NO4 overall, with properties calculated with wB97M-V/def2-TZVPD.

```
28
Properties=species:S:1:pos:R:3
H 1.5872 1.0017 -0.4672
H 1.0872 2.9461 -1.7955
N -0.2316 3.2643 -0.1954
H -1.2596 0.7644 1.9100
C 0.2334 2.4183 -1.3713
C 0.6128 1.0040 -0.9661
H -0.5701 2.4431 -2.1072
H 0.1083 -4.0598 0.3144
C -0.5909 1.2240 1.1814
H 0.5779 3.6530 0.2897
H -0.7401 4.0620 -0.5766
H -2.1241 2.5103 0.3353
O 1.1975 -5.2382 1.6766
H 1.0071 -1.2703 0.0929
H 0.7203 0.4299 -1.8891
O -1.9244 -2.5050 -0.2133
C -0.8526 -2.0725 -0.5530
H -0.2683 -1.3203 1.3268
C -0.4316 0.3550 -0.0606
H -1.3900 0.3699 -0.6011
H -1.2275 3.2513 1.6621
H -0.3963 -2.3789 -1.5109
C 1.7967 -4.8096 0.6815
C -0.0547 -1.0956 0.2799
O 2.9435 -4.9139 0.2623
H 0.3920 1.3531 1.6521
O 0.9410 -3.9678 -0.1644
C -1.1430 2.5815 0.8067
```

Properties
Total charge: 0
Calculated total energy (hartree): -669.45704
Frontier orbital gap (eV): 4.650
Energy above the lowest of the compared OMol25 structures with the same formula, charge and spin (kcal/mol): 68.5

Atom charges from the Löwdin analysis, given in e for atoms 1 to 8: number 1, H, carries 0.135; number 2, H, carries 0.133; number 3, N, carries 0.060; number 4, H, carries 0.139; number 5, C, carries -0.098; number 6, C, carries -0.138; number 7, H, carries 0.138; number 8, H, carries 0.046

=====

> Which value of frontier orbital gap does entry 1 give?

3.850 eV